Computed, not measured: 13 unconnected molecules or ions with the total composition C35H96O13, with ωB97M-V with the def2-TZVPD basis set.

Orbital gap (spin up / spin down) ... 9.51 / 3.04 eV
Total charge ... +1
2S+1 ... 2

```
144
Properties=species:S:1:pos:R:3:lowdin_charge:R:1
C -1.46 1.90 3.65 -0.070
C -1.77 2.01 5.12 -0.449
C -2.17 0.70 5.82 -0.045
O -0.59 2.55 5.77 -0.055
H -2.24 1.48 3.01 0.077
H -0.56 1.32 3.50 0.047
H -1.33 2.94 3.35 0.081
H -2.60 2.71 5.14 0.134
H -2.28 0.78 6.90 0.084
H -1.42 -0.07 5.69 0.058
H -3.04 0.26 5.33 0.064
H 0.19 2.18 5.34 0.023
C -4.64 -1.04 -3.78 0.006
C -3.73 -0.62 -2.63 -0.376
C -4.37 -0.67 -1.29 0.017
O -2.71 -1.60 -2.46 0.259
H -5.09 -2.01 -3.56 0.101
H -4.04 -1.17 -4.68 0.096
H -5.51 -0.40 -3.93 0.108
H -3.24 0.32 -2.84 0.152
H -3.66 -0.80 -0.47 0.097
H -5.04 -1.53 -1.19 0.102
H -5.02 0.19 -1.21 0.126
H -2.10 -1.20 -1.84 0.073
C 1.16 -2.69 -4.71 -0.074
C 1.97 -2.93 -5.96 -0.482
C 3.51 -2.85 -5.73 -0.028
O 1.67 -4.16 -6.59 -0.043
H 1.43 -1.77 -4.19 0.055
H 1.30 -3.50 -3.99 0.083
H 0.09 -2.56 -4.84 0.071
H 1.65 -2.22 -6.72 0.130
H 3.94 -2.91 -6.73 0.079
H 3.98 -3.63 -5.14 0.082
H 3.85 -1.93 -5.25 0.059
H 0.72 -4.19 -6.73 0.086
C 4.75 1.14 -3.47 -0.030
C 3.57 1.64 -2.56 -0.466
C 4.14 2.47 -1.41 -0.038
O 2.70 2.44 -3.31 -0.062
H 5.31 1.97 -3.90 0.082
H 4.32 0.54 -4.27 0.064
H 5.43 0.52 -2.89 0.081
H 3.02 0.77 -2.20 0.115
H 4.95 3.11 -1.76 0.088
H 4.56 1.90 -0.58 0.066
H 3.37 3.11 -0.98 0.042
H 3.12 3.19 -3.73 0.108
C -0.83 3.35 -4.53 -0.024
C -1.10 2.15 -3.62 -0.491
C -0.73 0.84 -4.29 -0.042
O -0.35 2.22 -2.45 -0.064
H 0.21 3.37 -4.83 0.080
H -1.11 4.33 -4.16 0.085
H -1.35 3.27 -5.49 0.088
H -2.17 2.20 -3.42 0.121
H -1.55 0.57 -4.96 0.088
H -0.54 0.02 -3.60 0.053
H 0.18 0.94 -4.87 0.096
H 0.57 2.32 -2.71 0.073
C 0.24 -5.48 -1.21 -0.041
C -0.55 -5.84 0.05 -0.508
C -1.43 -4.70 0.50 -0.065
O -1.44 -6.86 -0.27 -0.030
H 0.72 -4.50 -1.18 0.055
H -0.42 -5.39 -2.07 0.084
H 0.97 -6.28 -1.32 0.087
H 0.17 -6.11 0.83 0.137
H -0.82 -3.92 0.97 0.049
H -2.05 -5.07 1.31 0.067
H -2.18 -4.37 -0.22 0.087
H -1.96 -7.11 0.49 0.097
C 0.75 -1.40 -1.31 -0.032
C -0.05 -0.60 -0.30 -0.466
C 0.80 0.46 0.45 -0.010
O -1.11 0.05 -0.90 -0.066
H 0.00 -1.98 -1.85 0.065
H 1.51 -2.07 -0.91 0.094
H 1.16 -0.75 -2.08 0.065
H -0.51 -1.26 0.44 0.129
H 0.28 0.99 1.25 0.074
H 1.30 1.16 -0.22 0.070
H 1.65 -0.07 0.87 0.062
H -0.73 0.75 -1.45 0.047
C 1.26 4.46 -0.27 -0.051
C 0.40 5.75 -0.12 -0.436
C -0.58 5.69 1.17 -0.024
O 1.27 6.87 -0.07 -0.051
H 0.64 3.57 -0.41 0.054
H 1.87 4.36 0.63 0.070
H 1.86 4.58 -1.17 0.069
H -0.30 5.96 -0.92 0.125
H 0.04 5.52 2.05 0.062
H -1.28 4.90 0.93 0.040
H -1.17 6.60 1.28 0.075
H 2.01 6.75 0.53 0.087
C 0.73 -3.91 4.07 -0.045
C 1.02 -2.70 3.17 -0.451
C 0.44 -1.42 3.79 -0.049
O 2.47 -2.64 3.09 -0.061
H 1.18 -3.82 5.06 0.091
H 1.09 -4.82 3.60 0.074
H -0.35 -4.03 4.20 0.070
H 0.56 -2.74 2.18 0.098
H 0.95 -1.13 4.71 0.092
H -0.63 -1.48 3.93 0.053
H 0.74 -0.59 3.15 0.047
H 2.80 -3.26 2.44 0.082
C 2.21 4.16 4.55 -0.025
C 2.19 2.84 3.68 -0.420
C 3.50 2.41 3.00 -0.048
O 1.89 1.77 4.60 -0.082
H 2.93 4.14 5.37 0.085
H 1.27 4.35 5.07 0.066
H 2.25 5.09 3.98 0.068
H 1.41 2.94 2.93 0.107
H 4.35 2.24 3.66 0.091
H 3.82 3.18 2.30 0.076
H 3.38 1.47 2.46 0.057
H 2.32 0.98 4.29 0.074
C -5.39 -2.56 2.01 -0.039
C -4.28 -3.24 2.92 -0.448
C -3.08 -2.31 3.19 -0.049
O -4.94 -3.58 4.12 -0.052
H -5.74 -1.57 2.32 0.080
H -6.25 -3.19 1.81 0.079
H -4.83 -2.46 1.08 0.039
H -3.96 -4.19 2.50 0.121
H -2.27 -2.50 2.49 0.052
H -2.75 -2.37 4.23 0.078
H -3.43 -1.29 3.04 0.069
H -5.00 -2.85 4.73 0.092
C 4.62 -0.89 0.72 -0.186
O 5.56 -1.46 -0.13 -0.098
H 3.70 -0.69 0.16 0.054
H 4.34 -1.49 1.58 0.069
H 4.97 0.10 1.02 0.070
H 6.39 -1.43 0.36 0.085
C -3.07 3.10 -0.64 -0.157
O -4.25 2.91 -1.41 -0.110
H -2.20 3.64 -1.01 0.071
H -3.30 3.52 0.34 0.078
H -2.72 2.10 -0.41 0.062
H -4.35 3.69 -1.96 0.082
```


Computed, not measured: 12 unconnected molecules or ions with the total composition C36H100O40P4S8, with ωB97M-V with the def2-TZVPD basis set.

Orbital gap ... 10.60 eV
Structure (SMILES) ... CCOS(C)(=O)=O.CCOS(C)(=O)=O.CCOS(C)(=O)=O.CCOS(C)(=O)=O.CCOS(C)(=O)=O.CCOS(C)(=O)=O.CCOS(C)(=O)=O.CCOS(C)(=O)=O.COP(=O)(OC)OC.COP(=O)(OC)OC.COP(=O)(OC)OC.COP(=O)(OC)OC

```
188
Properties=species:S:1:pos:R:3:lowdin_charge:R:1
C -7.84 -5.35 -1.79 -0.039
C -8.81 -6.22 -0.84 -0.247
O -8.34 -7.57 -0.83 -0.288
S -9.18 -8.68 0.02 0.693
C -10.67 -8.87 -1.08 -0.089
O -8.28 -9.87 0.01 -0.313
O -9.56 -8.15 1.35 -0.316
H -7.83 -5.59 -2.85 0.067
H -6.83 -5.42 -1.37 0.073
H -8.16 -4.31 -1.84 0.066
H -8.78 -5.88 0.19 0.111
H -9.85 -6.22 -1.16 0.094
H -11.09 -7.91 -1.39 0.053
H -11.46 -9.38 -0.54 0.069
H -10.23 -9.46 -1.88 0.066
C -6.32 -6.03 8.22 -0.078
C -5.48 -4.90 8.68 -0.319
O -5.45 -4.04 7.55 -0.300
S -4.86 -2.47 7.61 0.702
C -6.35 -1.79 8.59 -0.094
O -3.78 -2.48 8.59 -0.314
O -4.77 -1.81 6.33 -0.278
H -6.28 -6.87 8.90 0.085
H -5.82 -6.38 7.32 0.094
H -7.35 -5.66 8.19 0.087
H -5.76 -4.43 9.62 0.123
H -4.50 -5.38 8.77 0.119
H -6.17 -1.78 9.66 0.056
H -7.30 -2.31 8.44 0.064
H -6.25 -0.75 8.29 0.052
C -9.63 3.56 -9.01 -0.070
C -8.85 2.71 -9.99 -0.305
O -7.82 2.06 -9.32 -0.277
S -6.23 2.62 -9.38 0.690
C -5.40 1.24 -8.51 -0.107
O -5.88 2.65 -10.79 -0.298
O -6.04 3.83 -8.58 -0.306
H -9.60 4.62 -9.23 0.077
H -9.20 3.39 -8.02 0.078
H -10.67 3.32 -8.80 0.071
H -9.49 1.98 -10.48 0.121
H -8.53 3.31 -10.85 0.117
H -5.80 0.27 -8.78 0.069
H -5.57 1.36 -7.44 0.066
H -4.32 1.33 -8.65 0.073
C 10.84 -9.40 -2.41 -0.090
C 9.60 -8.97 -3.03 -0.268
O 9.14 -7.89 -2.16 -0.282
S 7.68 -8.06 -1.35 0.683
C 8.39 -8.59 0.30 -0.098
O 7.05 -6.76 -1.16 -0.295
O 6.82 -9.14 -1.79 -0.310
H 10.73 -9.54 -1.33 0.075
H 11.70 -8.81 -2.71 0.090
H 11.01 -10.39 -2.82 0.086
H 9.77 -8.52 -4.01 0.127
H 8.87 -9.78 -3.10 0.114
H 8.45 -7.70 0.93 0.062
H 9.22 -9.30 0.34 0.051
H 7.62 -9.22 0.73 0.054
C 3.23 -4.14 6.56 -0.064
C 3.03 -5.11 7.65 -0.408
O 3.47 -6.36 7.39 -0.239
S 4.92 -6.74 8.18 0.682
C 4.20 -6.93 9.92 -0.089
O 5.45 -8.02 7.81 -0.276
O 5.84 -5.62 8.14 -0.291
H 2.86 -4.65 5.67 0.086
H 4.26 -3.79 6.53 0.085
H 2.57 -3.27 6.59 0.084
H 3.48 -4.60 8.51 0.111
H 2.01 -5.40 7.89 0.136
H 5.06 -7.39 10.41 0.059
H 3.27 -7.48 10.06 0.070
H 4.01 -5.94 10.35 0.053
C 3.45 8.75 -0.66 -0.063
C 2.95 7.67 0.35 -0.247
O 3.04 8.31 1.65 -0.295
S 3.20 7.39 3.09 0.653
C 5.00 6.84 2.95 -0.089
O 2.94 8.20 4.25 -0.279
O 2.38 6.25 2.89 -0.293
H 3.96 9.58 -0.16 0.076
H 2.66 9.31 -1.16 0.067
H 4.01 8.22 -1.43 0.073
H 1.96 7.30 0.06 0.116
H 3.60 6.79 0.27 0.099
H 5.18 6.37 1.98 0.056
H 5.11 6.12 3.77 0.062
H 5.68 7.68 3.10 0.065
C 0.42 -5.95 -6.70 -0.056
C -0.46 -7.22 -6.99 -0.292
O -0.25 -7.52 -8.31 -0.295
S 1.06 -8.41 -8.84 0.713
C 0.22 -10.10 -8.86 -0.069
O 1.35 -8.05 -10.23 -0.305
O 2.14 -8.42 -7.83 -0.315
H 0.17 -4.98 -7.13 0.081
H 1.43 -6.13 -7.06 0.055
H 0.65 -6.02 -5.63 0.074
H -0.34 -8.08 -6.34 0.117
H -1.51 -6.96 -6.83 0.117
H 0.99 -10.70 -8.39 0.059
H -0.01 -10.27 -9.92 0.062
H -0.66 -9.94 -8.24 0.054
C 13.13 -3.65 4.84 -0.058
C 12.11 -2.63 5.39 -0.285
O 12.14 -1.42 4.62 -0.271
S 10.73 -0.90 3.89 0.696
C 9.67 -0.70 5.44 -0.095
O 10.94 0.37 3.19 -0.290
O 10.19 -2.07 3.19 -0.311
H 12.99 -3.51 3.77 0.077
H 12.98 -4.71 5.08 0.074
H 14.18 -3.55 5.13 0.073
H 11.13 -3.05 5.62 0.103
H 12.40 -2.46 6.43 0.112
H 9.54 -1.74 5.76 0.041
H 8.69 -0.28 5.22 0.067
H 10.16 -0.23 6.29 0.068
C 5.79 4.58 -7.90 -0.089
O 7.22 4.77 -8.10 -0.239
P 7.89 6.04 -8.90 0.528
O 7.43 7.41 -8.53 -0.252
O 9.50 5.82 -8.64 -0.228
C 10.24 4.64 -8.96 -0.107
O 7.74 5.62 -10.53 -0.253
C 6.37 5.79 -11.12 -0.084
H 5.36 5.14 -7.07 0.086
H 5.58 3.52 -7.78 0.090
H 5.12 4.95 -8.68 0.067
H 10.70 4.31 -8.02 0.083
H 11.10 4.73 -9.63 0.089
H 9.56 3.82 -9.18 0.082
H 5.57 5.09 -10.88 0.072
H 6.42 5.95 -12.19 0.082
H 6.03 6.77 -10.78 0.074
C 2.44 0.62 0.01 -0.112
O 1.47 1.62 -0.18 -0.208
P 0.14 1.36 -1.06 0.456
O 0.03 1.81 -2.48 -0.253
O -1.09 1.98 -0.17 -0.251
C -2.46 1.62 -0.47 -0.080
O 0.03 -0.23 -0.96 -0.247
C -0.30 -0.95 0.17 -0.126
H 3.38 0.94 0.48 0.091
H 2.68 0.09 -0.91 0.103
H 2.10 0.00 0.84 0.078
H -2.97 2.50 -0.85 0.091
H -2.75 1.28 0.53 0.091
H -2.58 0.81 -1.20 0.086
H -1.37 -1.11 0.02 0.085
H -0.19 -0.29 1.03 0.095
H 0.15 -1.95 0.21 0.103
C -8.77 6.99 -0.01 -0.083
O -7.83 7.66 -0.87 -0.231
P -8.11 9.11 -1.50 0.433
O -9.16 9.91 -0.85 -0.230
O -8.38 9.02 -3.05 -0.203
C -7.66 9.80 -4.00 -0.092
O -6.58 9.78 -1.42 -0.232
C -5.44 9.08 -1.78 -0.163
H -9.71 7.00 -0.57 0.090
H -8.93 7.45 0.97 0.089
H -8.42 6.00 0.27 0.086
H -6.76 9.29 -4.35 0.087
H -7.58 10.83 -3.65 0.101
H -8.15 9.89 -4.97 0.086
H -4.86 9.52 -2.59 0.082
H -5.48 8.03 -2.06 0.090
H -4.81 9.17 -0.89 0.091
C -3.82 7.48 9.60 -0.077
O -5.14 6.90 9.35 -0.217
P -6.04 7.56 8.26 0.448
O -7.35 6.92 8.14 -0.237
O -6.06 9.18 8.70 -0.278
C -6.71 9.61 9.94 -0.066
O -5.12 7.56 6.86 -0.254
C -4.56 6.40 6.20 -0.090
H -3.05 7.02 8.99 0.089
H -3.60 7.45 10.67 0.089
H -3.77 8.55 9.44 0.081
H -5.88 9.81 10.62 0.083
H -7.38 8.78 10.20 0.082
H -7.29 10.52 9.78 0.085
H -3.70 6.73 5.62 0.087
H -5.40 6.16 5.54 0.088
H -4.24 5.52 6.76 0.087
```


Computed, not measured: 12 unconnected molecules or ions with the total composition C36H104N16O12, with ωB97M-V with the def2-TZVPD basis set.

Orbital gap ... 8.94 eV
Structure (SMILES) ... COC[C@H](C)N.COC[C@H](C)N.COC[C@H](C)N.COC[C@H](C)N.COC[C@H](C)N.COC[C@H](C)N.COC[C@H](C)N.COC[C@H](C)N.NC(N)=O.NC(N)=O.NC(N)=O.NC(N)=O
Relative energy (zero: lowest compared OMol25 entry of this formula, charge and spin) ... 31.9 kcal per mole

```
168
Properties=species:S:1:pos:R:3:lowdin_charge:R:1
C 4.24 -12.93 8.40 -0.132
O 3.16 -13.46 7.70 -0.175
C 2.79 -14.79 7.92 -0.233
C 1.70 -15.26 7.00 -0.432
C 0.48 -14.35 7.11 -0.052
N 1.50 -16.70 7.21 0.056
H 5.16 -13.56 8.38 0.085
H 4.13 -12.71 9.48 0.087
H 4.56 -11.99 7.87 0.099
H 3.66 -15.44 7.92 0.106
H 2.37 -14.95 8.95 0.134
H 2.10 -15.12 6.02 0.128
H -0.15 -14.54 8.02 0.088
H -0.14 -14.52 6.21 0.064
H 0.69 -13.28 7.02 0.074
H 0.88 -16.92 7.99 0.032
H 0.93 -17.04 6.43 0.068
C 2.42 -24.38 7.14 -0.106
O 1.68 -25.39 7.80 -0.215
C 1.69 -26.59 7.01 -0.204
C 1.17 -27.75 7.84 -0.432
C 1.81 -27.89 9.16 -0.053
N 1.48 -28.98 7.03 0.031
H 2.14 -24.35 6.01 0.114
H 3.47 -24.59 7.28 0.068
H 2.13 -23.43 7.64 0.076
H 1.13 -26.32 6.11 0.113
H 2.67 -26.76 6.54 0.116
H 0.07 -27.67 7.91 0.124
H 2.92 -28.01 9.03 0.081
H 1.39 -28.83 9.56 0.092
H 1.44 -27.12 9.84 0.070
H 0.99 -29.08 6.20 0.029
H 1.26 -29.83 7.60 0.082
C -5.31 -21.61 10.10 -0.072
O -5.27 -22.96 9.58 -0.184
C -3.97 -23.36 9.20 -0.236
C -3.75 -23.04 7.70 -0.433
C -4.52 -24.01 6.79 -0.047
N -2.30 -23.13 7.49 0.057
H -4.34 -21.27 10.37 0.056
H -5.94 -21.61 10.97 0.081
H -5.73 -20.93 9.34 0.084
H -3.22 -22.83 9.74 0.084
H -3.85 -24.40 9.46 0.120
H -4.27 -22.02 7.62 0.132
H -4.27 -23.79 5.78 0.057
H -5.60 -23.99 7.02 0.085
H -4.10 -24.98 7.10 0.083
H -2.18 -22.79 6.52 0.098
H -1.92 -22.45 8.12 0.011
C 4.36 -30.08 11.12 -0.074
O 4.34 -28.70 10.68 -0.219
C 5.23 -28.56 9.55 -0.224
C 5.66 -27.09 9.48 -0.443
C 6.50 -26.83 8.25 -0.047
N 6.33 -26.64 10.69 0.039
H 4.22 -30.68 10.22 0.091
H 3.48 -30.29 11.71 0.082
H 5.21 -30.32 11.71 0.076
H 6.10 -29.17 9.68 0.109
H 4.91 -28.98 8.62 0.118
H 4.71 -26.57 9.44 0.112
H 6.96 -25.83 8.33 0.084
H 5.91 -26.90 7.33 0.081
H 7.26 -27.52 8.08 0.050
H 7.35 -26.85 10.68 0.089
H 5.99 -27.22 11.47 0.070
C 5.21 -21.05 11.91 -0.038
O 6.09 -22.15 11.49 -0.214
C 7.44 -21.95 11.41 -0.238
C 7.85 -21.37 10.01 -0.491
C 7.68 -22.36 8.94 -0.067
N 9.19 -20.86 10.13 0.045
H 4.91 -20.41 11.01 0.094
H 5.70 -20.50 12.69 0.079
H 4.29 -21.57 12.22 0.071
H 7.92 -21.32 12.21 0.136
H 7.78 -22.96 11.41 0.114
H 7.12 -20.55 9.96 0.105
H 6.64 -22.70 8.75 0.096
H 8.39 -23.18 9.08 0.081
H 7.97 -21.75 8.01 0.100
H 9.27 -19.89 10.43 0.066
H 9.68 -20.98 9.23 0.077
C 6.90 -18.04 11.09 -0.084
O 5.95 -18.44 10.13 -0.259
C 6.14 -18.07 8.75 -0.173
C 4.99 -18.79 8.03 -0.422
C 4.92 -18.46 6.53 -0.048
N 3.74 -18.53 8.69 0.067
H 7.79 -17.57 10.63 0.097
H 7.22 -18.92 11.57 0.041
H 6.42 -17.29 11.77 0.108
H 6.20 -16.98 8.57 0.126
H 7.08 -18.53 8.30 0.139
H 5.19 -19.86 8.18 0.129
H 3.98 -18.79 6.05 0.080
H 5.77 -18.87 5.96 0.075
H 4.91 -17.37 6.33 0.078
H 3.15 -17.90 8.24 0.006
H 3.98 -18.16 9.56 0.040
C -4.37 -24.13 13.50 -0.091
O -4.05 -23.00 14.32 -0.216
C -2.62 -22.81 14.42 -0.186
C -2.05 -21.98 13.30 -0.471
C -0.63 -21.56 13.65 -0.032
N -2.86 -20.83 13.07 0.063
H -4.35 -25.09 14.05 0.092
H -3.73 -24.09 12.67 0.050
H -5.42 -24.04 13.11 0.102
H -2.57 -22.31 15.40 0.138
H -2.18 -23.82 14.45 0.132
H -2.10 -22.62 12.47 0.084
H -0.15 -21.09 12.82 0.039
H -0.02 -22.37 14.03 0.085
H -0.67 -20.77 14.41 0.093
H -2.54 -20.03 13.61 0.075
H -3.78 -21.00 13.41 0.057
C 2.23 -19.46 12.51 -0.137
O 1.13 -18.75 12.94 -0.193
C 0.15 -18.56 11.93 -0.179
C 0.51 -17.29 11.06 -0.450
C 0.34 -16.11 11.93 -0.091
N -0.31 -17.16 9.88 0.037
H 2.83 -19.75 13.37 0.088
H 2.84 -18.82 11.86 0.076
H 2.00 -20.37 11.94 0.076
H 0.00 -19.46 11.34 0.100
H -0.83 -18.35 12.47 0.137
H 1.63 -17.32 10.79 0.140
H -0.71 -16.04 12.34 0.104
H 0.49 -15.11 11.48 0.078
H 1.07 -16.21 12.72 0.075
H -1.14 -16.58 10.04 0.082
H -0.66 -18.08 9.54 0.072
N 3.77 -24.29 11.04 0.186
C 2.50 -24.29 11.55 -0.637
N 1.90 -25.36 12.08 0.184
O 1.82 -23.23 11.50 -0.075
H 4.35 -25.06 11.35 0.080
H 4.17 -23.32 11.03 0.096
H 0.83 -25.35 12.08 0.111
H 2.38 -26.21 11.92 0.082
N -3.37 -19.07 6.65 0.180
C -2.45 -18.13 6.35 -0.609
N -2.98 -17.12 5.54 0.162
O -1.29 -18.19 6.76 0.009
H -4.23 -19.22 6.18 0.094
H -3.19 -19.76 7.30 0.072
H -3.92 -17.18 5.30 0.072
H -2.37 -16.34 5.36 0.100
N 0.92 -19.58 8.10 0.167
C 0.87 -20.81 8.73 -0.635
N 2.03 -21.28 9.22 0.182
O -0.15 -21.52 8.62 -0.034
H 1.80 -19.19 7.89 0.028
H 0.16 -19.25 7.49 0.061
H 1.99 -22.13 9.79 0.072
H 2.80 -20.61 9.20 0.075
N -1.34 -25.62 9.11 0.159
C -1.01 -25.26 10.39 -0.653
N -0.97 -23.91 10.58 0.177
O -0.74 -26.14 11.21 -0.018
H -1.78 -25.00 8.41 0.072
H -1.57 -26.60 9.04 0.093
H -0.92 -23.26 9.76 0.078
H -0.37 -23.49 11.29 0.070
```


Values of max |F|, in order: 2.863 5.951 3.928, all in eV Å⁻¹.